(1)
{"formula": "C5H13N2", "method": "the ωB97M-V functional and the def2-TZVPD basis", "symbols": ["N", "C", "C", "C", "C", "C", "N", "H", "H", "H", "H", "H", "H", "H", "H", "H", "H", "H", "H", "H"], "xyz": [[0.054, -1.925, -1.320], [-0.932, -0.966, -0.795], [-0.315, 0.434, -0.721], [-0.908, 1.305, 0.372], [-0.041, 1.105, 1.637], [1.036, 0.083, 1.264], [1.121, 0.225, -0.232], [0.057, -1.908, -2.337], [-0.237, -2.865, -1.070], [-1.835, -0.928, -1.414], [-1.234, -1.297, 0.201], [-0.201, 0.862, -1.713], [-0.979, 2.354, 0.124], [-1.929, 1.009, 0.631], [0.436, 2.015, 1.997], [-0.634, 0.824, 2.500], [0.769, -0.937, 1.493], [2.029, 0.303, 1.652], [1.528, -0.625, -0.641], [1.651, 1.067, -0.456]], "forces_ev_per_a": [[-0.30, 0.04, -0.07], [-0.05, -0.30, -0.35], [0.83, -0.74, 0.29], [-0.66, 0.23, 0.68], [0.38, 0.10, 0.38], [0.06, 0.63, -0.13], [-0.36, 0.31, 0.45], [0.05, 0.02, 0.07], [0.18, 0.01, 0.03], [0.02, 0.18, 0.20], [0.03, 0.09, -0.04], [-0.32, 0.23, -0.03], [0.18, 0.22, -0.31], [0.09, -0.13, -0.43], [0.07, 0.27, -0.44], [-0.08, -0.50, -0.05], [-0.04, -0.29, -0.05], [-0.13, -0.10, 0.22], [-0.17, -0.02, -0.35], [0.21, -0.24, -0.07]], "e_lumo_ev": -2.970, "charge": 1, "relative_energy_ev": 0.739}

(2)
{"formula": "C3H13O4", "method": "the ωB97M-V functional and the def2-TZVPD basis", "symbols": ["C", "O", "C", "C", "H", "H", "H", "H", "H", "H", "H", "H", "H", "O", "H", "H", "O", "H", "H", "O"], "xyz": [[-1.274, -0.542, 0.347], [-1.119, -0.082, -0.977], [-0.562, 0.537, 1.281], [0.829, 0.018, 1.711], [-1.127, -1.562, 0.453], [-2.380, -0.438, 0.672], [-1.203, 0.818, 2.120], [-0.419, 1.388, 0.661], [0.993, 0.072, 2.740], [1.602, 0.522, 1.053], [0.954, -0.964, 1.316], [0.203, -0.386, -1.348], [0.910, -1.742, -1.619], [1.109, -0.892, -1.702], [3.086, 0.314, -0.460], [2.719, -0.964, -1.157], [3.494, -0.517, -0.743], [-1.956, 1.025, -1.480], [-3.206, 1.660, -1.043], [-2.648, 1.733, -1.825]], "forces_ev_per_a": [[-2.69, 5.19, -0.38], [0.51, -1.15, 0.61], [0.29, -2.54, 0.22], [0.14, 1.25, -2.92], [1.32, -2.08, 0.58], [0.85, -0.20, -0.61], [0.12, -0.12, 0.15], [-0.26, 0.73, -0.52], [0.70, 0.14, 1.52], [-0.54, -0.04, 1.41], [-0.03, -1.17, 0.31], [0.02, -0.56, -0.46], [-1.54, -5.71, 0.40], [0.91, 5.69, -0.36], [0.18, -0.33, -0.15], [0.00, 0.62, 0.08], [0.35, 0.05, 0.22], [-0.21, 0.34, -0.72], [-0.42, 0.39, -0.19], [0.32, -0.51, 0.81]], "e_lumo_ev": 3.932, "charge": -1, "relative_energy_ev": 1.052}

(3)
{"formula": "C6H24ClN12O10", "method": "the ωB97M-V functional and the def2-TZVPD basis", "symbols": ["Cl", "O", "O", "O", "O", "C", "O", "N", "N", "H", "H", "H", "H", "C", "O", "N", "N", "H", "H", "H", "H", "C", "O", "N", "N", "H", "H", "H", "H", "C", "O", "N", "N", "H", "H", "H", "H", "C", "O", "N", "N", "H", "H", "H", "H", "C", "O", "N", "N", "H", "H", "H", "H"], "xyz": [[1.996, 1.292, -0.200], [1.648, 0.158, 0.484], [3.258, 1.721, 0.345], [2.096, 0.969, -1.611], [0.943, 2.257, 0.046], [3.432, 7.985, 0.369], [3.705, 9.165, 0.191], [4.188, 6.985, 0.813], [2.246, 7.562, 0.158], [3.958, 6.002, 0.803], [5.187, 7.139, 0.811], [1.763, 8.328, -0.289], [2.086, 6.603, 0.430], [-2.578, -0.643, -6.794], [-1.504, -1.020, -7.201], [-2.827, 0.161, -5.759], [-3.751, -0.957, -7.380], [-2.030, 0.369, -5.174], [-3.794, 0.076, -5.477], [-4.541, -0.486, -6.963], [-3.772, -1.660, -8.105], [-5.017, 0.292, 2.066], [-5.051, -0.159, 3.124], [-5.449, -0.335, 1.012], [-4.538, 1.434, 1.909], [-5.195, 0.187, 0.185], [-5.006, -1.236, 1.117], [-4.275, 1.941, 2.742], [-4.000, 1.742, 1.112], [0.835, 0.791, 6.166], [1.167, 1.264, 7.242], [1.352, -0.301, 5.646], [-0.194, 1.206, 5.506], [1.952, -0.884, 6.212], [1.261, -0.387, 4.644], [-0.681, 0.595, 4.866], [-0.662, 2.075, 5.719], [5.132, -4.238, -0.950], [5.222, -5.433, -0.931], [4.729, -3.580, -1.985], [5.587, -3.471, 0.090], [4.356, -4.092, -2.772], [4.625, -2.576, -2.034], [5.401, -2.478, 0.074], [5.736, -3.913, 0.986], [-2.801, -5.357, -0.015], [-3.878, -5.857, 0.337], [-2.573, -4.891, -1.206], [-1.762, -5.161, 0.765], [-3.415, -4.929, -1.763], [-1.657, -4.624, -1.538], [-1.035, -4.554, 0.414], [-1.871, -5.079, 1.765]], "forces_ev_per_a": [[0.35, 2.24, -1.35], [-1.46, -4.87, 2.47], [0.47, 1.03, -0.57], [0.22, 0.72, 0.08], [0.40, 0.85, -0.58], [1.79, 1.34, 0.33], [1.33, 0.29, 0.02], [3.92, -1.00, 1.14], [-3.75, -0.65, -0.83], [-0.36, 0.36, -0.25], [-0.18, 0.10, 0.20], [-1.39, -1.00, 0.10], [-1.38, 0.45, -0.73], [0.36, -0.63, -1.20], [0.77, -0.13, 0.06], [0.40, 0.88, 1.11], [-1.01, -0.48, -0.68], [-0.58, 0.11, 0.37], [0.77, 0.62, 1.13], [-0.36, -0.75, -1.03], [-0.33, 0.39, 0.25], [-0.64, -0.83, -0.65], [-0.83, -3.95, 7.53], [-0.79, -2.19, -3.80], [3.51, 8.77, -1.44], [-0.12, -0.67, -0.50], [-0.58, -0.64, -0.94], [-0.09, -0.31, -0.03], [-0.41, -0.20, -0.17], [0.85, 0.14, 3.57], [0.68, 0.47, 0.50], [1.40, -2.37, -1.30], [-4.01, 2.06, -2.89], [0.06, 0.34, -0.48], [0.43, -0.58, 0.26], [0.23, 0.25, 0.07], [0.37, -0.28, 0.22], [1.68, -0.30, 2.66], [-0.18, -2.43, 0.19], [-1.74, 2.41, -3.79], [0.06, 0.77, 0.49], [0.21, 0.00, 0.32], [0.01, -0.23, 0.24], [0.00, -0.20, 0.31], [-0.10, 0.06, -0.38], [-2.70, -1.10, 2.05], [0.78, 0.37, -0.27], [-0.76, 0.76, -3.80], [2.95, 0.47, 2.88], [0.67, 0.10, -0.65], [-0.56, 0.00, -0.18], [-0.09, -0.11, 0.19], [-0.26, -0.44, -0.23]], "e_lumo_ev": 1.583, "charge": -1, "relative_energy_ev": 5.591}

(4)
{"formula": "C18H19N3O2", "method": "the ωB97M-V functional and the def2-TZVPD basis", "symbols": ["O", "C", "O", "C", "C", "C", "C", "C", "C", "C", "C", "N", "C", "C", "C", "C", "C", "C", "C", "C", "C", "H", "H", "H", "H", "H", "H", "H", "H", "H", "H", "H", "H", "H", "H", "H", "N", "N", "H", "H", "H", "H"], "xyz": [[3.035, 3.155, 0.795], [3.268, 2.017, 1.245], [3.388, 1.500, 2.372], [3.372, 0.926, 0.121], [4.379, -0.200, 0.419], [3.527, -1.382, 0.705], [2.172, -1.050, 0.524], [1.179, -2.021, 0.653], [1.555, -3.317, 1.024], [2.909, -3.644, 1.209], [3.904, -2.675, 1.045], [2.065, 0.297, 0.174], [0.959, 1.013, -0.101], [-0.345, 0.589, 0.210], [-1.481, 0.958, -0.476], [-2.738, 0.323, -0.273], [-3.762, 0.230, -1.272], [-4.902, -0.543, -1.080], [-5.098, -1.249, 0.115], [-4.141, -1.145, 1.135], [-3.010, -0.354, 0.964], [3.545, 1.409, -0.845], [5.000, -0.353, -0.473], [5.038, 0.048, 1.257], [0.142, -1.774, 0.453], [0.789, -4.080, 1.159], [3.186, -4.665, 1.476], [4.965, -2.897, 1.171], [1.168, 2.002, -0.526], [-0.428, -0.052, 1.096], [-1.373, 1.946, -1.161], [-3.622, 0.706, -2.246], [-5.638, -0.611, -1.885], [-5.977, -1.880, 0.247], [-4.269, -1.692, 2.072], [-2.294, -0.260, 1.784], [-1.629, 2.412, -2.221], [-1.847, 3.845, -2.156], [-2.472, 1.995, -2.620], [-0.866, 2.261, -2.881], [-2.630, 3.976, -1.514], [-1.023, 4.234, -1.695]], "forces_ev_per_a": [[-0.19, -0.23, 0.61], [0.56, -0.26, 0.04], [-0.19, 0.91, -0.16], [1.08, 0.26, -0.01], [0.31, 0.51, -0.45], [-0.61, -0.26, -0.05], [0.50, -1.46, 0.67], [-0.01, -0.08, 0.04], [0.42, 0.16, -0.13], [-0.17, 0.16, 0.02], [-0.36, 0.20, -0.09], [-2.70, 1.38, -1.25], [2.07, -0.36, 0.33], [-1.91, -0.83, 0.71], [3.01, -0.67, 3.42], [-2.22, -1.55, 1.02], [0.99, 0.05, 0.62], [-0.14, -0.21, 0.30], [0.41, 0.27, -0.17], [-0.11, 0.18, -0.15], [-0.01, 0.15, -0.77], [-0.19, -0.15, 0.08], [-0.01, -0.20, 0.19], [-0.27, 0.10, -0.09], [0.23, -0.30, 0.12], [0.21, 0.21, -0.09], [-0.10, 0.28, -0.04], [-0.33, -0.09, 0.00], [0.04, -0.34, 0.08], [0.29, -0.31, -0.59], [-0.21, -2.46, 1.14], [-0.15, -0.25, 0.29], [0.22, 0.01, 0.29], [0.23, 0.20, -0.05], [-0.05, 0.21, -0.28], [-0.27, -0.08, -0.28], [-0.42, 4.31, -4.92], [-0.20, 0.55, -0.30], [0.40, 0.11, 0.08], [-0.15, -0.07, -0.16], [0.25, 0.02, -0.04], [-0.24, -0.07, -0.01]], "e_lumo_ev": -1.352, "charge": 0, "relative_energy_ev": 7.252}

| no. | frontier orbital gap (eV) |
| --- | --- |
| 1 | 11.38 |
| 2 | 8.58 |
| 3 | 8.23 |
| 4 | 6.31 |